(1)
17
Properties=species:S:1:pos:R:3:mulliken_charge:R:1 method="wB97M-V/def2-TZVPD" e_above_lowest_kj_mol=0.0 e_tot_ha=-1590.35168 homo_ev=-8.33 gap_ev=8.439
S 0.023 3.130 0.416 -0.1322
N 0.688 2.128 -0.797 -0.3297
C 1.299 1.080 -0.836 0.6993
N 2.081 0.150 -1.025 -0.4650
C 2.254 -1.208 -1.057 0.0520
C 1.369 -2.200 -1.172 -0.5498
S -0.248 -1.735 -1.699 -0.1536
C -0.909 -0.983 -0.255 0.3192
N -0.330 -0.755 0.857 -0.3526
C -1.090 -0.052 1.737 -0.5074
C -2.259 0.366 1.241 0.0739
S -2.585 -0.341 -0.300 -0.1612
H -1.156 3.710 -0.049 0.1612
H 3.261 -1.430 -0.613 0.2960
H 1.565 -3.167 -0.951 0.4972
H -0.791 0.333 2.774 0.2794
H -3.170 0.975 1.726 0.2732


(2)
19
Properties=species:S:1:pos:R:3:mulliken_charge:R:1 method="wB97M-V/def2-TZVPD" e_above_lowest_kj_mol=1029.5 e_tot_ha=-401.98603 homo_ev=-8.78 gap_ev=5.098
O -1.757 -0.669 -1.512 -0.4004
C -0.959 -1.572 -1.563 -0.0298
C 0.172 -1.695 -0.630 -0.2237
C 0.335 -0.735 0.393 -0.2769
C 1.363 0.407 0.508 -1.0980
C 0.129 2.285 -0.325 -0.7237
N 1.515 1.831 -0.413 -0.4358
H -1.100 -2.337 -2.343 0.3564
H -0.315 2.177 0.666 0.2672
H 0.802 -2.580 -0.701 0.3717
H -0.691 -0.361 0.466 0.3856
H 0.343 -1.212 1.456 0.3569
H 1.606 0.762 -0.717 0.2904
H 2.356 0.016 0.737 0.4508
H -0.529 1.797 -1.042 0.2008
H 0.031 3.350 -0.536 0.3567
H 1.090 0.785 1.491 0.6499
H -1.143 -0.543 3.435 0.1876
O -0.720 -0.178 2.647 -0.6858


(3)
46
Properties=species:S:1:pos:R:3:mulliken_charge:R:1 method="wB97M-V/def2-TZVPD" e_tot_ha=-1070.73652 homo_ev=-9.24 gap_ev=9.564
H -5.792 1.444 0.324 0.2445
N -6.498 0.807 -0.041 -0.6550
C -5.967 0.001 -0.842 0.0011
C -4.494 0.018 -1.166 -0.4134
O -4.308 -0.471 -2.505 -0.3484
C -3.465 -1.522 -2.575 0.7559
O -3.665 -2.601 -2.085 -0.5061
O -2.311 -1.243 -3.217 -0.1837
N -2.540 -0.336 -4.309 -0.4826
H -6.531 -0.754 -1.368 0.3810
H -3.931 -0.548 -0.436 0.4124
H -4.155 1.044 -1.157 0.2837
H -1.736 -0.477 -4.906 0.2736
H -2.436 0.599 -3.932 0.2414
C 2.078 1.329 -1.448 -0.8377
O 1.382 0.170 -1.019 -0.2287
C 0.733 -0.512 -2.084 -0.2425
C 1.506 -1.736 -2.515 -0.6208
O 2.746 -1.388 -3.112 -0.3919
C 3.852 -1.562 -2.244 -0.5297
H 2.692 1.678 -0.619 0.2546
H 2.727 1.115 -2.301 0.3896
H 1.367 2.117 -1.717 0.2701
H 0.577 0.161 -2.934 0.3199
H -0.248 -0.826 -1.719 0.1534
H 0.921 -2.275 -3.267 0.3764
H 1.659 -2.406 -1.665 0.3288
H 4.059 -2.627 -2.096 0.3272
H 3.681 -1.087 -1.275 0.1404
H 4.717 -1.101 -2.716 0.2442
C 2.595 0.278 2.274 -0.4078
O 2.078 1.536 2.679 -0.3854
C 0.672 1.524 2.864 -0.3397
C 0.301 1.451 4.329 -0.6450
O 0.675 0.209 4.902 -0.3719
C 1.857 0.285 5.678 -0.7167
H 3.682 0.329 2.333 0.2660
H 2.248 -0.529 2.924 0.3823
H 2.307 0.069 1.240 -0.0062
H 0.218 0.693 2.316 0.2731
H 0.281 2.458 2.447 0.4024
H -0.786 1.540 4.423 0.3730
H 0.756 2.282 4.876 0.3321
H 1.668 0.823 6.613 0.3282
H 2.665 0.777 5.131 0.3132
H 2.161 -0.733 5.916 0.2445